Entry 1:
C5H8N2 | wB97M-V/def2-TZVPD

```
15
Properties=species:S:1:pos:R:3
C -2.3494 -0.0751 -0.3996
N -0.9856 0.1195 0.0451
C -0.0640 -0.8126 0.2686
C 1.0854 -0.1404 0.6592
C 2.3483 -0.5155 0.1610
C 0.6519 1.2098 0.8373
N -0.5843 1.3649 0.4382
H -2.5900 0.6948 -1.1322
H -3.0435 -0.0112 0.4415
H -2.4245 -1.0584 -0.8671
H -0.1788 -1.8278 -0.0947
H 1.1198 0.4720 -1.7938
H 2.5413 -1.5448 -0.1525
H 3.2361 0.0477 0.4562
H 1.2373 2.0771 1.1328
```

F_max ... 0.027 Eh/bohr
2S+1 ... 1
Highest occupied orbital energy (alpha / beta) ... -0.2544 / -0.3391 Ha
E_tot ... -8289.6225 eV
Charge ... 0
Energy above the lowest of the compared OMol25 structures with the same formula, charge and spin ... 123.9 kcal per mole

Entry 2:
C17H27Cl30NOP | wB97M-V/def2-TZVPD

```
77
Properties=species:S:1:pos:R:3
C 1.1801 -0.7489 1.5158
C 1.8084 0.5590 0.7643
P 0.6352 1.4759 -0.4287
C 1.1632 0.8153 -2.1863
N -1.0850 1.0754 -0.1760
C -1.4886 -0.3325 -0.5417
C -3.1476 -0.2802 -0.7505
O -3.8491 0.4348 0.3240
C -3.0059 0.6572 1.5064
C -1.6135 1.4713 1.2189
H 1.9948 -1.3472 2.1427
H 0.2328 -0.5158 2.1600
H 0.8362 -1.5011 0.6657
H 2.2863 1.2971 1.5703
H 2.7383 0.1657 0.1269
H 2.2404 1.1698 -2.4833
H 0.3278 1.2490 -2.9199
H 1.0229 -0.3470 -2.1600
H -1.6269 1.7105 -0.8382
H -1.0640 -0.7326 -1.5555
H -1.2799 -1.1462 0.2716
H -3.5502 -1.3536 -0.9793
H -3.2943 0.3488 -1.7536
H -3.6471 1.3383 2.2480
H -2.7728 -0.3336 2.1102
H -0.8043 1.3968 2.0583
H -1.9097 2.6233 1.1349
C 5.3239 -0.4457 -2.9717
Cl 4.1211 -0.5547 -1.6752
Cl 4.5390 -0.5367 -4.5576
Cl 6.2614 1.0508 -2.8266
H 6.0093 -1.2919 -2.8777
C 4.0143 -1.4973 4.6136
Cl 4.5191 -1.1000 2.9622
Cl 5.3781 -1.3453 5.7345
Cl 2.6727 -0.4572 5.1213
H 3.6704 -2.5347 4.6283
C -6.9482 0.8954 -1.7693
Cl -7.0623 2.1781 -2.9863
Cl -8.2671 1.0336 -0.5942
Cl -6.9679 -0.6990 -2.5420
H -5.9999 1.0086 -1.2375
C -5.1633 -3.9826 -4.7804
Cl -5.0755 -5.7231 -4.4602
Cl -6.6869 -3.3141 -4.1712
Cl -3.7816 -3.1456 -4.0525
H -5.1280 -3.8292 -5.8620
C -10.1941 1.4068 2.5767
Cl -11.3968 1.2978 3.8732
Cl -10.9790 1.3158 0.9908
Cl -9.2566 2.9033 2.7219
H -9.5087 0.5606 2.6708
C 7.6426 4.1796 -0.7810
Cl 5.9146 4.4096 -0.4637
Cl 7.9044 3.6647 -2.4560
Cl 8.5413 5.6680 -0.4399
H 8.0129 3.3940 -0.1174
C 3.4069 1.7585 -7.8351
Cl 3.4947 0.0180 -7.5150
Cl 1.8833 2.4270 -7.2259
Cl 4.7887 2.5954 -7.1073
H 3.4422 1.9119 -8.9167
C -10.2065 -2.9936 -1.4978
Cl -9.2438 -2.5501 -2.9176
Cl -9.5944 -4.4906 -0.7741
Cl -10.2024 -1.6805 -0.3083
H -11.2371 -3.1632 -1.8199
C 7.5022 -0.9477 9.4065
Cl 7.2666 -2.4610 10.2976
Cl 8.7122 0.0661 10.2111
Cl 7.9815 -1.2791 7.7332
H 6.5533 -0.4055 9.3919
C 8.1205 -0.5747 2.3091
Cl 8.3191 -0.0456 3.9884
Cl 7.6060 0.7783 1.2873
Cl 9.6263 -1.2795 1.6966
H 7.3438 -1.3432 2.2798
```

F_max ... 0.086 Eh/bohr
2S+1 ... 1
Highest occupied orbital energy ... -0.4503 Ha
E_tot ... -406554.4893 eV
Charge ... +1
Energy above the lowest of the compared OMol25 structures with the same formula, charge and spin ... 71.4 kcal per mole

Entry 3:
C21H54O19P4 | wB97M-V/def2-TZVPD

```
98
Properties=species:S:1:pos:R:3
C -0.7655 5.3534 1.8951
C -0.0645 6.4064 1.1031
O 0.7205 7.2084 1.5921
C -0.3915 6.5984 -0.4319
H -1.7765 5.6264 2.3081
H -0.0635 4.8594 2.7301
H -1.2895 4.5974 1.1791
H -1.4155 7.0034 -0.4879
H -0.2805 5.7124 -0.8949
H 0.4495 7.3064 -0.8659
C -2.6655 1.2904 -0.5559
C -2.9025 0.8924 0.8971
O -3.6465 -0.0116 1.2841
C -2.1265 1.5634 1.9571
H -3.4855 1.3244 -1.3899
H -1.8245 0.8674 -0.9459
H -2.3225 2.2984 -0.5799
H -1.8035 2.5284 1.8071
H -1.2435 0.9544 2.2001
H -2.6075 1.5624 2.9451
C -1.2145 -8.0676 1.9621
C -0.1275 -7.0116 2.4601
O 0.7425 -7.2006 3.3541
C -0.1045 -5.5576 1.8591
H -2.2525 -7.6326 1.6001
H -1.1795 -8.7056 2.8101
H -0.6795 -8.5626 1.1261
H 0.8035 -5.0586 2.3711
H -1.1045 -5.1766 2.1431
H 0.0195 -5.5736 0.7511
C 1.7565 2.0394 -3.6039
O 0.8505 2.8374 -4.4239
P -0.5965 3.2354 -3.8949
O -0.5745 3.6674 -2.5339
O -1.3115 4.5474 -4.6849
C -0.7395 5.7804 -4.5929
O -1.5225 1.8844 -3.9789
C -3.0385 2.0164 -4.1249
H 1.2435 1.4654 -2.6139
H 2.7135 2.6804 -3.2109
H 2.1005 1.0854 -4.1939
H 0.1335 5.4714 -5.2009
H -0.4745 5.9994 -3.5349
H -1.3825 6.6604 -4.7979
H -3.6135 1.1634 -4.4989
H -3.3105 2.6044 -4.9679
H -3.2815 2.2994 -3.0909
C -2.5095 -1.8666 -2.5799
O -1.4715 -2.6946 -3.0019
P 0.0375 -2.1306 -3.2329
O 0.4465 -1.0536 -2.3229
O 1.0375 -3.4376 -3.0339
C 1.4475 -3.8006 -1.7049
O 0.3635 -1.6806 -4.7919
C -0.6775 -1.2596 -5.5789
H -2.5115 -1.4566 -1.6549
H -3.2635 -2.6156 -2.5999
H -2.6975 -1.1706 -3.4039
H 0.7235 -3.8336 -1.1319
H 2.2125 -2.9436 -1.3009
H 1.8625 -4.8496 -1.7169
H -1.3305 -1.9796 -5.6799
H -0.4355 -0.9286 -6.6179
H -1.0865 -0.4236 -5.2909
C 3.4895 -0.1846 -1.2279
O 3.1035 -0.4196 0.1621
P 1.5755 -0.3076 0.6701
O 1.5055 -0.1076 2.1071
O 0.8875 1.0554 0.0461
C 1.0725 2.3584 0.5401
O 0.8535 -1.6576 0.4131
C -0.5385 -1.8096 0.9431
H 4.6395 -0.7076 -1.2199
H 3.1285 0.9494 -1.4769
H 2.9505 -0.9406 -1.8029
H 2.1755 2.4584 0.5601
H 0.5735 2.3614 1.4381
H 0.6615 3.4034 -0.0509
H -0.4195 -1.5696 2.0811
H -0.8355 -2.7566 0.8501
H -1.3435 -1.1806 0.4801
C -1.1005 -1.0146 5.2331
O 0.0845 -0.4566 4.6801
P 1.5555 -1.1876 4.8541
O 1.4995 -1.6486 6.2201
O 1.5295 -2.4806 3.9241
C 2.7415 -3.1426 3.5201
O 2.8215 -0.1826 4.6171
C 3.7785 -0.1116 5.6201
H -1.8385 -0.6926 4.4971
H -1.2545 -0.7276 6.3851
H -0.9115 -1.9286 5.3001
H 3.4015 -2.5716 2.8401
H 2.3965 -4.1036 2.7301
H 3.0675 -3.4226 4.5581
H 4.1425 -1.0556 5.9521
H 3.4825 0.5054 6.4941
H 4.6235 0.5664 5.4691
```

SMILES ... COP(=O)(OC)OC.COP(=O)(OC)OC.COP(=O)(OC)OC.COP(=O)(OC)OC.CC(C)=O.CC(C)=O.CC(C)=O
F_max ... 0.190 Eh/bohr
2S+1 ... 1
Highest occupied orbital energy ... -0.3481 Ha
E_tot ... -98706.0635 eV
Charge ... 0
Energy above the lowest of the compared OMol25 structures with the same formula, charge and spin ... 45.8 kcal per mole